Entry 1:
DFT (ωB97M-V with the def2-TZVPD basis set) results for C17H17N6O6RuS as an isolated structure at a distorted geometry.

```
48
Properties=species:S:1:pos:R:3:nbo_charge:R:1
O -1.937 1.399 1.450 -0.725
O -1.335 -2.773 1.121 -0.682
N -0.458 -0.582 2.149 -0.447
H 4.526 1.149 1.036 0.222
C 2.987 0.849 -2.061 -0.215
H 3.700 -1.414 -0.525 0.217
H 3.450 0.594 4.126 0.488
C 1.982 -0.375 3.387 0.363
C 1.282 0.772 3.004 -0.322
H 1.933 -2.534 3.426 0.260
H 2.757 1.908 -2.176 0.222
H 3.403 2.275 0.263 0.214
Ru -1.890 -0.678 0.424 1.194
O -0.313 -3.972 2.734 -0.610
C -4.833 1.461 -2.065 0.026
N 1.758 0.167 -1.699 -0.177
C 4.518 -0.803 -0.907 -0.614
N 1.545 -1.128 -1.995 -0.035
C 3.693 1.225 0.337 -0.622
H 4.952 1.239 -1.402 0.213
C 1.420 -1.628 3.139 -0.281
N -4.114 0.469 -1.499 0.037
C 0.201 -1.676 2.503 0.137
C -5.820 -1.073 -2.054 -0.227
S -3.737 -1.970 -0.526 -0.017
C 4.104 0.662 -1.022 -0.219
H -6.165 -2.097 -2.034 0.240
N 0.394 -1.439 -1.550 -0.013
C -6.540 -0.082 -2.682 -0.166
C -4.613 -0.787 -1.415 0.019
H 0.528 1.632 -0.697 0.263
C -0.542 -2.958 2.105 0.753
N -0.170 -0.365 -0.971 -0.303
C 0.057 0.618 2.397 0.132
H -4.365 2.432 -2.027 0.241
O -2.916 0.748 -1.045 -0.533
H 5.360 -0.903 -0.222 0.219
H 1.660 1.774 3.168 0.249
O -0.361 2.915 2.015 -0.659
H 4.815 -1.204 -1.877 0.215
O 3.189 -0.320 3.978 -0.643
H 2.856 0.663 0.757 0.209
H 3.304 0.443 -3.020 0.234
C -0.821 1.785 1.916 0.734
C -6.051 1.223 -2.645 -0.255
C 0.684 0.629 -1.060 0.202
H -7.465 -0.311 -3.190 0.229
H -6.610 2.043 -3.070 0.235
```

As for the expectation value of S²: 0.765. The calculation puts the electronic energy at -52545.1355 eV. The calculation puts the HOMO energy (alpha / beta) at -0.3040 / -0.3099 Ha. For the maximum force, the calculation gives 0.0388 hartree/bohr. The energy relative to the best compared isomer or geometry (same formula, charge and spin) is 72.52 kcal per mole. Its spin multiplicity is 2.

Entry 2:
DFT (ωB97M-V with the def2-TZVPD basis set) results for one molecule with the formula C3HNO2 at a distorted geometry.

```
7
Properties=species:S:1:pos:R:3:nbo_charge:R:1
H 1.085 1.230 1.134 0.167
O 0.524 1.896 -0.671 -0.462
N -1.626 -1.309 -1.475 -0.128
O 0.495 -1.264 1.052 -0.390
C 0.487 0.960 0.294 0.306
C -0.017 -0.567 0.247 0.363
C -0.948 -0.947 -0.581 0.144
```

The calculation puts the electronic energy at -8708.6567 eV. The calculation puts the HOMO energy at -0.4056 Ha. For the maximum force, the calculation gives 0.2129 hartree/bohr. Its SMILES is N#CC(=O)C=O. The energy relative to the best compared isomer or geometry (same formula, charge and spin) is 38.93 kcal per mole.

Entry 3:
DFT (ωB97M-V with the def2-TZVPD basis set) results for an isolated ion of composition CHBrClO4S and charge -1 at a distorted geometry.

```
9
Properties=species:S:1:pos:R:3:nbo_charge:R:1
S 2.297 0.697 -0.019 1.928
Cl 0.581 3.090 -0.008 -0.448
Br 2.327 -1.413 0.438 -0.233
H -0.930 0.694 -0.855 0.484
C 0.527 1.059 0.335 0.503
O 2.753 0.894 -1.361 -0.906
O 0.137 0.835 1.449 -0.665
O 3.165 1.162 1.073 -0.930
O -0.001 0.556 -0.802 -0.733
```

The calculation puts the electronic energy at -102644.9035 eV. The net charge is -1. The calculation puts the HOMO energy at -0.2087 Ha. For the maximum force, the calculation gives 0.0896 hartree/bohr. Its SMILES is O=S(=O)(Br)[C@]([O-])(O)Cl. The energy relative to the best compared isomer or geometry (same formula, charge and spin) is 37.10 kcal per mole.

Entry 4:
DFT (ωB97M-V with the def2-TZVPD basis set) results for one molecule with the formula C3H5N3O at a distorted geometry.

```
12
Properties=species:S:1:pos:R:3:nbo_charge:R:1
H 0.707 1.862 1.123 0.151
O 1.568 0.112 1.809 -0.505
C -0.330 -1.135 0.202 0.244
N -1.198 1.021 -1.620 -0.624
N -1.212 -1.934 -0.370 -0.601
H 0.688 1.888 -1.252 0.138
C -0.124 0.993 -1.021 0.281
H -1.493 1.985 -2.095 0.373
H 0.489 -1.547 0.815 0.173
H -1.245 -2.649 0.346 0.342
N 0.302 0.051 -0.085 -0.527
C 0.966 0.742 1.005 0.555
```

The calculation puts the electronic energy at -9707.0261 eV. The calculation puts the HOMO energy at -0.3598 Ha. For the maximum force, the calculation gives 0.0908 hartree/bohr. Its SMILES is [H]/N=C/N(C=O)/C=N/[H]. The energy relative to the best compared isomer or geometry (same formula, charge and spin) is 82.04 kcal per mole.

Entry 5:
DFT (ωB97M-V with the def2-TZVPD basis set) results for a 2-piece molecular cluster, C5H17N2Si overall at a distorted geometry.

```
25
Properties=species:S:1:pos:R:3:nbo_charge:R:1
N 2.278 0.865 -1.467 -0.855
H 3.615 -1.552 0.395 0.223
H 3.042 0.658 0.520 0.207
H -3.468 -1.220 -0.777 0.256
H -0.819 2.063 -0.772 0.402
C 2.796 0.154 -0.352 -0.026
H 2.885 1.641 -1.599 0.399
H -0.765 0.834 -1.780 0.398
H 2.737 -1.835 -1.217 0.203
H 2.188 0.260 -2.293 0.392
H -0.826 -2.293 0.903 0.259
H -0.322 0.775 2.393 0.250
C 3.000 -1.178 -0.420 -0.459
C -3.404 -0.465 -0.032 -1.044
C -1.274 1.061 1.969 -1.124
H -1.221 2.177 1.710 0.259
H -3.790 -1.019 0.775 0.265
H 0.645 -1.243 1.069 0.289
H 0.178 -1.924 -0.527 0.284
H -3.910 0.382 -0.263 0.251
H 0.685 1.296 -1.005 0.448
C -0.286 -1.475 0.467 -1.224
Si -1.530 -0.149 0.469 1.742
H -2.097 1.032 2.720 0.267
N -0.337 1.154 -0.886 -1.060
```

The calculation puts the electronic energy at -16311.8347 eV. The net charge is +1. The calculation puts the HOMO energy at -0.4535 Ha. For the maximum force, the calculation gives 0.0888 hartree/bohr. The energy relative to the best compared isomer or geometry (same formula, charge and spin) is 20.08 kcal per mole.

Entry 6:
DFT (ωB97M-V with the def2-TZVPD basis set) results for a 7-piece molecular cluster, C41H75BrNO15P2S2 overall at a distorted geometry.

```
137
Properties=species:S:1:pos:R:3:mulliken_charge:R:1
H 1.240 -2.439 -1.300 -0.353
C -4.295 -1.591 -0.652 0.422
H 1.948 2.019 -0.045 0.367
C 0.706 -8.524 0.008 -0.719
O 3.661 7.956 4.640 -0.354
H -3.270 -3.458 0.132 0.377
H 5.949 -0.097 1.556 0.278
H -7.377 -2.329 1.473 0.151
H 7.133 6.123 -2.444 0.384
H 3.442 5.481 3.011 0.060
H -6.132 -0.522 3.101 0.418
H 0.776 -8.098 -0.993 0.136
C -1.533 -6.681 -1.635 -0.699
H -1.649 -2.624 -2.329 0.198
C 3.241 -2.659 -2.014 -0.460
H 5.765 6.001 6.415 0.352
C -1.429 -0.982 -0.810 -0.287
C 5.618 4.783 -1.698 -0.132
H -9.150 3.247 -0.760 0.408
C 8.157 0.680 -3.736 -1.135
C 1.844 -5.579 -1.962 0.879
C 6.640 5.883 -1.500 -1.172
C 4.120 7.255 5.803 -0.381
H 2.729 5.454 4.645 0.382
C -6.597 0.109 2.273 -1.077
C -4.753 -2.287 1.854 -1.899
H -1.154 -3.165 -0.679 0.147
C 6.818 -1.328 -2.128 0.019
C 2.858 0.202 0.547 0.714
C -4.549 -0.568 -1.767 0.224
H -8.279 -0.514 -0.508 -0.381
C 2.689 5.921 3.662 -0.616
H -1.610 -7.764 -1.722 0.374
O 3.420 4.513 1.068 -0.563
H 4.332 8.020 6.553 0.307
C 3.529 6.350 -0.420 -1.215
H 3.715 6.484 -1.484 0.450
H -0.701 -8.777 1.596 0.325
C -1.858 -2.461 -1.229 0.137
C 2.510 1.640 0.809 -0.788
H 1.889 1.703 1.703 0.307
H -8.394 -0.626 3.303 0.423
H -6.467 4.532 0.746 0.478
C -8.140 -0.377 2.219 -0.433
S -10.449 -1.741 -0.571 1.283
H 2.451 6.441 -0.284 0.306
H 8.044 1.347 -4.591 0.341
H 4.029 7.137 0.145 0.285
O 1.204 -6.456 -2.499 -0.684
H 3.375 2.288 0.915 0.007
H -1.894 -0.628 0.155 0.208
H 8.233 -2.883 -1.649 0.381
H -6.506 1.180 2.646 0.323
N -6.059 0.813 -0.200 0.389
H -4.098 3.238 -0.801 0.229
O -1.946 -5.078 0.057 -0.534
H 5.212 1.398 1.029 0.264
H 8.174 -1.557 -0.469 0.279
H 3.361 -5.188 -0.442 0.348
P -3.813 -0.736 -3.492 0.279
H 6.182 6.794 -1.109 0.350
C -0.679 -8.347 0.592 -0.519
H -4.455 2.645 0.929 0.171
H -9.201 -2.324 1.846 0.590
H 2.196 -3.497 -0.293 0.281
C -8.675 -1.520 -0.144 0.054
H 3.947 -5.906 -1.966 0.308
C 5.388 6.482 5.509 -0.862
H -0.298 -1.005 -0.656 -0.136
C 5.039 0.503 1.629 -0.159
H 3.331 6.626 6.220 0.356
O 5.020 4.400 -0.447 -0.255
H 1.699 5.705 3.261 0.287
O 2.390 8.115 2.836 -0.574
C 2.874 7.414 3.692 0.572
P -7.124 2.231 0.191 -0.095
C -8.342 -1.733 1.405 -0.706
C -4.985 -1.302 0.678 1.031
H 8.061 -0.333 -4.123 0.384
H -4.059 -3.231 3.875 0.408
H 4.626 -0.099 3.656 0.357
H -2.479 -0.190 -3.572 0.129
H -4.121 4.404 0.679 0.369
H -0.624 -6.329 -2.139 0.113
O 3.987 -0.300 1.070 -0.379
C -1.538 -6.188 -0.216 0.571
O -11.005 -0.461 -1.506 -0.482
H 6.160 7.149 5.118 0.293
Br -5.686 1.962 -2.891 -0.016
H 8.983 -1.319 -2.007 0.309
H -1.447 -8.868 0.018 0.353
H -3.851 -3.548 -1.570 0.211
H -2.407 -6.271 -2.145 0.304
H -1.602 -0.264 -1.671 0.111
H -8.081 -2.292 -0.734 0.344
C -3.372 -2.838 -0.816 -0.836
C 2.009 -3.211 -1.329 0.180
C -4.582 3.497 0.182 -0.808
H -9.373 1.439 -0.691 0.193
H 5.991 -1.826 -1.618 -0.051
O 2.100 -0.523 -0.062 -0.481
H 4.855 5.046 -2.435 0.346
C 8.127 -1.803 -1.532 -1.072
C -6.120 3.835 -0.079 -0.447
H -6.334 4.313 -1.077 0.430
C 4.768 0.821 3.085 -1.193
H 3.623 -1.792 -1.474 -0.027
O 6.629 0.078 -1.909 -0.326
C 3.130 -5.886 -1.245 -1.113
H 3.007 -2.362 -3.039 0.286
H -4.565 -0.007 -4.481 0.148
C -4.323 -2.694 2.929 0.003
H -10.257 -0.124 -2.047 0.351
C 3.963 5.010 0.106 0.822
H 5.223 5.712 4.753 0.187
H -8.379 2.236 -2.053 0.310
C 7.114 1.039 -2.713 0.706
H 3.038 -6.868 -0.780 0.305
H 0.966 -9.583 -0.048 0.425
O -11.330 -1.810 0.596 -0.620
H 6.722 -1.577 -3.186 0.375
O -10.553 -2.940 -1.422 -0.631
C -5.874 -0.106 0.886 0.072
S -3.758 -2.583 -4.148 -0.344
O 6.767 2.187 -2.556 -0.631
H 4.035 -3.407 -2.075 0.324
H 7.398 5.574 -0.776 0.307
H 6.119 3.890 -2.078 0.221
O 1.450 -4.304 -2.078 -0.370
C -8.631 2.247 -0.953 -0.857
H 1.447 -8.010 0.625 0.230
O -1.006 -6.956 0.749 -0.370
H -8.845 0.441 1.895 0.258
H 9.148 0.818 -3.301 0.282
H 5.601 1.378 3.518 0.373
H 3.859 1.412 3.204 0.255
C -5.430 0.627 -1.455 -0.045
```

The calculation puts the electronic energy at -186214.0776 eV. The net charge is +1. The calculation puts the HOMO energy at -0.4016 Ha. For the maximum force, the calculation gives 0.0883 hartree/bohr.

Please write out number 4 again, unchanged.
DFT (ωB97M-V with the def2-TZVPD basis set) results for one molecule with the formula C3H5N3O at a distorted geometry.

```
12
Properties=species:S:1:pos:R:3:nbo_charge:R:1
H 0.707 1.862 1.123 0.151
O 1.568 0.112 1.809 -0.505
C -0.330 -1.135 0.202 0.244
N -1.198 1.021 -1.620 -0.624
N -1.212 -1.934 -0.370 -0.601
H 0.688 1.888 -1.252 0.138
C -0.124 0.993 -1.021 0.281
H -1.493 1.985 -2.095 0.373
H 0.489 -1.547 0.815 0.173
H -1.245 -2.649 0.346 0.342
N 0.302 0.051 -0.085 -0.527
C 0.966 0.742 1.005 0.555
```

The calculation puts the electronic energy at -9707.0261 eV. The calculation puts the HOMO energy at -0.3598 Ha. For the maximum force, the calculation gives 0.0908 hartree/bohr. Its SMILES is [H]/N=C/N(C=O)/C=N/[H]. The energy relative to the best compared isomer or geometry (same formula, charge and spin) is 82.04 kcal per mole.

The highest electronic energy belongs to which entry? C3HNO2

Copy entry 5 word for word.
DFT (ωB97M-V with the def2-TZVPD basis set) results for a 2-piece molecular cluster, C5H17N2Si overall at a distorted geometry.

```
25
Properties=species:S:1:pos:R:3:nbo_charge:R:1
N 2.278 0.865 -1.467 -0.855
H 3.615 -1.552 0.395 0.223
H 3.042 0.658 0.520 0.207
H -3.468 -1.220 -0.777 0.256
H -0.819 2.063 -0.772 0.402
C 2.796 0.154 -0.352 -0.026
H 2.885 1.641 -1.599 0.399
H -0.765 0.834 -1.780 0.398
H 2.737 -1.835 -1.217 0.203
H 2.188 0.260 -2.293 0.392
H -0.826 -2.293 0.903 0.259
H -0.322 0.775 2.393 0.250
C 3.000 -1.178 -0.420 -0.459
C -3.404 -0.465 -0.032 -1.044
C -1.274 1.061 1.969 -1.124
H -1.221 2.177 1.710 0.259
H -3.790 -1.019 0.775 0.265
H 0.645 -1.243 1.069 0.289
H 0.178 -1.924 -0.527 0.284
H -3.910 0.382 -0.263 0.251
H 0.685 1.296 -1.005 0.448
C -0.286 -1.475 0.467 -1.224
Si -1.530 -0.149 0.469 1.742
H -2.097 1.032 2.720 0.267
N -0.337 1.154 -0.886 -1.060
```

The calculation puts the electronic energy at -16311.8347 eV. The net charge is +1. The calculation puts the HOMO energy at -0.4535 Ha. For the maximum force, the calculation gives 0.0888 hartree/bohr. The energy relative to the best compared isomer or geometry (same formula, charge and spin) is 20.08 kcal per mole.